The following is a quantum chemistry calculation of a molecular structure, C20H16Cl2O5PPdS2, from the Open Molecules 2025 dataset.

As for the calculated total energy: -3334.1064 hartree. Its spin multiplicity is 1. As for the charge: -1.

Last column: Mulliken charge in e.
Atoms and positions in Å:
Pd  1.98  0.59  1.21  0.05
O  3.25  0.38  -0.48  -0.88
C  2.63  -0.38  -1.30  -0.29
O  2.64  -1.62  -1.35  -0.66
C  1.68  0.32  -2.24  0.73
C  2.00  0.68  -3.54  -0.47
C  1.04  1.29  -4.34  -0.56
C  -0.24  1.53  -3.84  -0.69
C  -0.55  1.18  -2.54  -0.71
C  0.40  0.57  -1.73  0.46
P  0.12  0.19  0.03  1.56
C  -1.28  1.27  0.43  0.29
C  -1.01  2.58  0.81  -0.57
C  -2.05  3.47  1.02  -0.72
C  -3.36  3.06  0.85  -0.46
C  -3.64  1.75  0.47  -0.73
C  -2.60  0.86  0.26  -0.23
C  -0.53  -1.49  0.11  0.64
C  -1.08  -1.92  1.33  -0.03
C  -1.52  -3.22  1.47  -0.67
C  -1.41  -4.11  0.41  -0.52
C  -0.86  -3.70  -0.79  -0.66
C  -0.42  -2.39  -0.94  -0.34
H  2.99  0.49  -3.92  0.49
H  1.29  1.57  -5.35  0.37
H  -0.98  2.01  -4.47  0.42
H  -1.54  1.40  -2.15  0.37
H  0.01  2.90  1.00  0.35
H  -1.83  4.48  1.34  0.44
H  -4.18  3.76  1.02  0.37
H  -4.67  1.43  0.35  0.41
H  -2.82  -0.16  -0.04  0.41
H  -1.15  -1.22  2.16  0.37
H  -1.94  -3.55  2.41  0.41
H  -1.74  -5.14  0.53  0.36
H  -0.75  -4.40  -1.61  0.40
H  0.05  -2.07  -1.87  0.37
O  2.32  2.63  4.71  -0.64
S  2.03  2.48  3.31  1.27
O  3.15  1.88  2.51  -0.74
O  1.46  3.65  2.66  -0.60
S  0.69  0.89  3.07  -0.42
Cl  3.71  -1.96  2.61  -0.18
C  2.38  -2.71  1.72  0.74
Cl  2.38  -4.49  1.87  -0.24
H  2.48  -2.46  0.67  -0.16
H  1.45  -2.35  2.15  -0.11